No. 1
C7H12 | ωB97M-V/def2-TZVPD

Output
**LUMO level**: 0.615 eV
**HOMO**: -8.1 eV
**Structure (SMILES)**: C=CCC(=C)CC
**Multiplicity**: 1
**Electronic energy**: -7449.5760 eV
**Maximum force**: 3.17 eV/A
**Energy relative to the best compared isomer or geometry (same formula, charge and spin)**: 88.9 kcal/mol

Atoms and positions in Å:
1 C 0.04 1.56 -2.86
2 C 0.04 0.40 -2.15
3 C -0.58 0.01 -0.81
4 C 0.48 0.07 0.29
5 C 1.61 -0.67 0.22
6 C -0.07 0.25 1.68
7 C -0.89 -0.94 2.20
8 H 0.90 2.25 -2.79
9 H -0.73 1.99 -3.49
10 H 1.03 -0.06 -2.26
11 H -1.04 -0.97 -0.92
12 H -1.46 0.63 -0.52
13 H 1.84 -1.19 -0.72
14 H 2.06 -1.15 1.07
15 H -0.63 1.19 1.70
16 H 0.75 0.38 2.39
17 H -1.66 -1.18 1.46
18 H -1.41 -0.74 3.14
19 H -0.29 -1.84 2.36

***

No. 2
C7H12Ag4Br6O3 | ωB97M-V/def2-TZVPD

Output
**LUMO level**: -9.043 eV
**HOMO**: -14.8 eV
**Multiplicity**: 1
**Electronic energy**: -449829.7058 eV
**Maximum force**: 3.40 eV/A
**Energy relative to the best compared isomer or geometry (same formula, charge and spin)**: 20.6 kcal/mol
**Charge**: +2

Atoms and positions in Å:
1 Ag -1.90 2.57 -0.67
2 Ag -4.60 0.25 1.63
3 Ag -4.47 0.62 -2.01
4 Ag -1.72 1.66 2.63
5 C -2.03 0.12 0.52
6 O -0.94 0.77 0.40
7 O -2.34 -0.40 1.65
8 O -2.97 0.45 -0.31
9 Br -0.71 -4.31 -2.40
10 C -0.50 -2.58 -1.53
11 C -0.81 -1.44 -2.49
12 Br -2.62 -1.44 -3.26
13 H 0.55 -2.43 -1.29
14 H -1.12 -2.55 -0.65
15 H -0.17 -1.53 -3.37
16 H -0.60 -0.46 -2.07
17 Br 1.70 -3.38 1.48
18 C 0.90 -1.67 1.97
19 C 1.76 -1.01 3.05
20 Br 1.32 0.94 3.11
21 H -0.06 -1.97 2.39
22 H 0.71 -1.06 1.10
23 H 2.81 -1.20 2.82
24 H 1.52 -1.44 4.02
25 Br 0.47 2.91 -2.52
26 C 1.77 2.11 -1.28
27 C 2.25 3.21 -0.38
28 Br 3.84 2.65 0.66
29 H 2.59 1.75 -1.91
30 H 1.42 1.24 -0.74
31 H 1.48 3.51 0.34
32 H 2.50 4.13 -0.89

***

No. 3
C7H12Ag5Br6O3 | ωB97M-V/def2-TZVPD

Output
**LUMO level**: -11.002 eV
**HOMO**: -14.1 eV
**Multiplicity**: 1
**Electronic energy**: -453807.2609 eV
**Maximum force**: 7.61 eV/A
**Energy relative to the best compared isomer or geometry (same formula, charge and spin)**: 207.3 kcal/mol
**Charge**: +3

Atoms and positions in Å:
1 Ag 27.34 13.10 -5.39
2 Ag 25.54 7.96 -3.61
3 Ag 26.72 5.97 -9.26
4 Ag 23.02 12.92 -9.32
5 Ag 21.74 8.61 -7.03
6 C 26.26 9.99 -8.35
7 O 26.36 11.21 -8.62
8 O 25.26 9.45 -8.74
9 O 26.87 9.35 -7.53
10 Br 26.59 10.13 -14.89
11 C 26.67 12.02 -15.60
12 C 25.60 12.85 -14.77
13 Br 25.81 14.86 -14.99
14 H 26.57 12.00 -16.68
15 H 27.68 12.28 -15.30
16 H 25.74 12.76 -13.69
17 H 24.59 12.55 -15.03
18 Br 32.32 10.41 -4.36
19 C 33.22 8.76 -4.97
20 C 32.92 8.46 -6.41
21 Br 34.06 7.02 -7.03
22 H 32.86 7.87 -4.45
23 H 34.30 8.81 -4.82
24 H 32.98 9.34 -7.06
25 H 31.89 8.15 -6.55
26 Br 31.78 13.93 -13.50
27 C 32.04 11.99 -13.04
28 C 31.26 11.49 -11.73
29 Br 31.27 9.50 -11.74
30 H 33.09 11.92 -12.77
31 H 31.81 11.48 -13.98
32 H 30.22 11.81 -11.76
33 H 31.58 11.89 -10.76

***

No. 4
C7H12AgLiO4 | ωB97M-V/def2-TZVPD

Output
**LUMO level (spin up / spin down)**: 0.387 / 0.387 eV
**Expectation value of S²**: 0.751
**HOMO (spin up / spin down)**: -1.7 / -4.4 eV
**Multiplicity**: 2
**Electronic energy**: -19847.0711 eV
**Maximum force**: 3.14 eV/A
**Energy relative to the best compared isomer or geometry (same formula, charge and spin)**: 3.4 kcal/mol
**Charge**: -1

Atoms and positions in Å:
1 C -0.79 -3.17 -0.54
2 C -0.59 -3.26 -2.06
3 O -0.80 -2.06 -2.71
4 Li -1.82 -1.82 -4.14
5 H -1.06 -4.16 -0.13
6 H -0.45 0.77 -0.45
7 H -1.66 -2.51 -0.35
8 H -1.28 -4.06 -2.42
9 H 0.43 -3.69 -2.25
10 C 0.38 -2.64 0.24
11 C 1.56 -2.22 -0.26
12 H 0.29 -2.73 1.33
13 H 2.36 -1.91 0.42
14 H 1.64 -1.89 -1.30
15 O -0.11 5.64 1.78
16 C 0.42 4.50 1.77
17 O 1.62 4.30 2.08
18 O -0.38 3.48 1.41
19 C 0.24 2.26 1.01
20 C -0.82 1.34 0.45
21 Ag 1.98 6.94 2.66
22 H 0.73 1.80 1.89
23 H 1.01 2.48 0.26
24 H -1.68 1.92 0.08
25 H -1.21 0.68 1.24

***

No. 5
C7H12BrN2O | ωB97M-V/def2-TZVPD

Output
**LUMO level**: -2.638 eV
**HOMO**: -13.1 eV
**Multiplicity**: 1
**Electronic energy**: -82516.3425 eV
**Maximum force**: 4.16 eV/A
**Energy relative to the best compared isomer or geometry (same formula, charge and spin)**: 25.0 kcal/mol
**Charge**: +1

Atoms and positions in Å:
1 C -4.36 1.09 -0.31
2 C -2.76 2.50 0.25
3 C -3.16 0.39 -0.29
4 C 2.14 -0.40 1.52
5 C 1.89 -1.74 -1.22
6 C 0.70 -1.54 -0.29
7 C 0.92 -0.35 0.67
8 N -4.04 2.39 -0.04
9 N -2.22 1.26 0.11
10 O 0.08 0.56 0.83
11 Br -3.03 -1.44 -0.20
12 H -5.24 0.67 -0.88
13 H -2.21 3.33 0.50
14 H 2.69 -1.41 1.50
15 H 1.70 -0.22 2.50
16 H 2.72 0.37 1.19
17 H 1.84 -2.82 -1.63
18 H 1.93 -1.07 -2.04
19 H 2.91 -1.40 -0.73
20 H 0.65 -2.38 0.42
21 H -0.42 -1.42 -0.63
22 H -4.63 3.14 0.00
23 H -1.14 0.85 0.28

***

No. 6
C7H12Cl2N2P | ωB97M-V/def2-TZVPD

Output
**LUMO level (spin up / spin down)**: -4.052 / -8.166 eV
**Expectation value of S²**: 2.016
**HOMO (spin up / spin down)**: -9.5 / -12.3 eV
**Multiplicity**: 3
**Electronic energy**: -44756.9717 eV
**Maximum force**: 5.57 eV/A
**Energy relative to the best compared isomer or geometry (same formula, charge and spin)**: 3.7 kcal/mol
**Charge**: +1

Atoms and positions in Å:
1 C -0.10 -0.73 -0.09
2 C -0.27 0.63 0.05
3 C 1.95 0.38 0.01
4 C -1.10 -1.71 -0.43
5 C -1.51 1.44 0.11
6 C 1.82 -2.31 -0.06
7 C 1.26 2.62 0.17
8 N 1.19 -1.01 -0.14
9 N 0.94 1.20 0.12
10 P 3.75 0.74 0.03
11 Cl 4.19 -0.26 -1.72
12 Cl 4.32 -0.41 1.58
13 H -1.21 -2.50 0.30
14 H -2.04 -1.23 -0.52
15 H -0.83 -2.07 -1.43
16 H -1.06 2.40 0.47
17 H -2.06 1.60 -0.80
18 H -2.28 1.25 0.83
19 H 1.13 -3.05 -0.53
20 H 2.86 -2.12 -0.53
21 H 1.93 -2.64 0.92
22 H 0.36 3.26 0.23
23 H 2.11 2.88 0.91
24 H 1.71 2.89 -0.88

***

No. 7
C7H12F2NO3S2 | ωB97M-V/def2-TZVPD

Output
**LUMO level**: 2.254 eV
**HOMO**: -2.9 eV
**Multiplicity**: 1
**Electronic energy**: -42188.5225 eV
**Maximum force**: 5.90 eV/A
**Charge**: -1

Atoms and positions in Å:
1 C -0.24 0.62 1.06
2 C -1.08 0.33 -0.25
3 C -2.43 1.25 -0.47
4 S -1.77 3.02 -0.54
5 N -3.40 1.06 0.67
6 C -3.83 -0.30 0.88
7 O -4.46 -0.87 -0.06
8 F -3.65 -1.08 2.07
9 C -3.23 1.87 1.85
10 O -3.79 3.00 1.99
11 F -2.48 1.48 3.05
12 H -0.63 -0.03 1.92
13 H -0.20 1.70 1.43
14 H 0.86 0.32 0.87
15 H -1.30 -0.79 -0.35
16 H -0.43 0.58 -1.18
17 H -1.27 3.41 0.69
18 C 3.97 -0.45 -1.82
19 S 2.62 -1.60 -2.13
20 O 1.36 -0.94 -1.66
21 C 3.10 -2.80 -0.87
22 H 3.85 0.41 -2.48
23 H 3.95 -0.11 -0.78
24 H 4.93 -0.94 -2.04
25 H 3.13 -2.32 0.11
26 H 4.08 -3.22 -1.11
27 H 2.36 -3.60 -0.85

***

No. 8
C7H12FN2O2S | ωB97M-V/def2-TZVPD

Output
**LUMO level**: -5.195 eV
**HOMO**: -14.1 eV
**Structure (SMILES)**: CC[C@@H](F)[C@@H]1CC[N+](S)=C1ON=O
**Multiplicity**: 1
**Electronic energy**: -28070.8516 eV
**Maximum force**: 2.15 eV/A
**Energy relative to the best compared isomer or geometry (same formula, charge and spin)**: 42.0 kcal/mol
**Charge**: +1

Atoms and positions in Å:
1 C 2.65 -0.19 -0.51
2 C 2.25 0.38 0.84
3 C 1.03 1.27 0.80
4 F 1.38 2.43 0.11
5 C -0.16 0.73 0.03
6 C -1.52 1.44 0.11
7 C -2.28 0.50 -0.85
8 N -1.83 -0.79 -0.25
9 S -2.84 -2.18 -0.30
10 C -0.66 -0.68 0.27
11 O -0.06 -1.64 0.90
12 N 0.36 -2.79 -0.02
13 O -0.16 -3.73 0.29
14 H 3.02 0.58 -1.17
15 H 3.46 -0.90 -0.37
16 H 1.85 -0.73 -0.99
17 H 2.15 -0.39 1.60
18 H 3.06 1.02 1.17
19 H 0.72 1.61 1.79
20 H 0.14 0.69 -1.02
21 H -1.88 1.20 1.10
22 H -1.57 2.50 -0.08
23 H -3.34 0.63 -0.81
24 H -1.82 0.64 -1.82
25 H -3.95 -1.59 -0.80

***

No. 9
C7H12N | ωB97M-V/def2-TZVPD

Output
**LUMO level**: -3.193 eV
**HOMO**: -14.0 eV
**Multiplicity**: 1
**Electronic energy**: -8937.0022 eV
**Maximum force**: 1.47 eV/A
**Energy relative to the best compared isomer or geometry (same formula, charge and spin)**: 0.0 kcal/mol
**Charge**: +1

Atoms and positions in Å:
1 C -0.15 2.27 0.49
2 N -0.19 1.27 -0.61
3 H 0.83 2.23 1.01
4 H -0.94 2.07 1.23
5 H -0.29 3.29 0.09
6 H 0.56 1.45 -1.31
7 H -0.05 0.30 -0.24
8 H -1.11 1.30 -1.10
9 C 0.24 -0.78 1.37
10 C 1.37 -0.87 0.55
11 C -1.02 -1.09 0.85
12 C 1.24 -1.27 -0.78
13 C -1.15 -1.49 -0.48
14 C -0.01 -1.58 -1.29
15 H 0.34 -0.47 2.41
16 H 2.36 -0.63 0.96
17 H -1.91 -1.02 1.49
18 H 2.13 -1.35 -1.41
19 H -2.14 -1.74 -0.89
20 H -0.11 -1.90 -2.34

***

No. 10
C7H12N | ωB97M-V/def2-TZVPD

Output
**LUMO level**: -3.131 eV
**HOMO**: -14.2 eV
**Structure (SMILES)**: C=C[C@@H]1/C(=C/C)[N@H+]1C
**Multiplicity**: 1
**Electronic energy**: -8933.2579 eV
**Maximum force**: 4.09 eV/A
**Energy relative to the best compared isomer or geometry (same formula, charge and spin)**: 86.3 kcal/mol
**Charge**: +1

Atoms and positions in Å:
1 C 1.61 2.57 -1.51
2 C 1.43 1.54 -0.76
3 C 0.10 0.97 -0.54
4 C -0.22 0.06 0.54
5 C -0.47 -0.22 1.81
6 C -0.85 -1.46 2.55
7 N 0.15 -0.56 -0.68
8 C -0.93 -1.29 -1.38
9 H 2.66 3.05 -1.65
10 H 0.78 3.01 -1.89
11 H 2.40 1.22 -0.27
12 H -0.73 1.29 -1.08
13 H -0.53 0.73 2.39
14 H -1.85 -1.48 2.96
15 H -0.03 -1.55 3.35
16 H -0.80 -2.40 1.83
17 H 0.98 -1.08 -0.84
18 H -1.71 -0.62 -1.87
19 H -0.47 -1.72 -2.26
20 H -1.53 -2.07 -0.71

***

No. 11
C7H12N | ωB97M-V/def2-TZVPD

Output
**LUMO level**: -5.126 eV
**HOMO**: -13.1 eV
**Multiplicity**: 1
**Electronic energy**: -8931.8152 eV
**Maximum force**: 4.82 eV/A
**Energy relative to the best compared isomer or geometry (same formula, charge and spin)**: 119.6 kcal/mol
**Charge**: +1

Atoms and positions in Å:
1 C 0.74 -1.33 -2.43
2 C 1.69 -0.64 -1.91
3 C -0.40 1.70 0.86
4 C -0.93 0.37 1.14
5 C -0.22 -0.53 2.08
6 C -2.36 0.15 0.72
7 C 2.71 0.08 -1.57
8 N 0.06 0.86 0.02
9 H 0.88 -2.04 -3.22
10 H -0.60 2.78 0.96
11 H -0.27 -1.24 -2.09
12 H -0.22 -1.57 1.87
13 H -0.84 -0.40 2.98
14 H 0.84 -0.18 2.33
15 H -2.46 -0.74 0.15
16 H -2.64 1.05 0.03
17 H -3.05 0.17 1.50
18 H 2.63 1.14 -1.80
19 H 3.61 -0.24 -1.08
20 H 0.81 0.61 -0.56

***

No. 12
C7H12N2 | ωB97M-V/def2-TZVPD

Output
**LUMO level**: 1.004 eV
**HOMO**: -7.6 eV
**Structure (SMILES)**: C[C@H]1CC=CC=C1NN
**Multiplicity**: 1
**Electronic energy**: -10429.9161 eV
**Maximum force**: 4.10 eV/A
**Energy relative to the best compared isomer or geometry (same formula, charge and spin)**: 82.1 kcal/mol

Atoms and positions in Å:
1 C 0.11 -1.53 -1.11
2 C -0.48 -0.65 0.04
3 C -0.15 -1.48 1.48
4 C 0.62 -0.45 2.23
5 C 1.06 0.72 1.82
6 C 0.77 1.42 0.58
7 C 0.09 0.85 -0.40
8 N -0.12 1.41 -1.66
9 N -1.38 1.51 -2.28
10 H -0.16 -1.04 -1.95
11 H -0.03 -2.56 -1.13
12 H 1.14 -1.35 -1.16
13 H -1.56 -0.68 -0.07
14 H 0.59 -2.29 1.18
15 H -1.09 -1.81 1.96
16 H 0.81 -0.67 3.27
17 H 1.75 1.18 2.54
18 H 1.30 2.41 0.41
19 H 0.46 2.27 -1.71
20 H -1.69 0.49 -2.27
21 H -2.04 2.24 -1.79